<P>
Density functional theory data (ωB97M-V/def2-TZVPD) for a 2-piece molecular cluster, C6H14N2O2 overall.

Results
Molecular weight in g mol⁻¹: 146.2
SMILES: CNC(C)=O.CNC(C)=O
Orbital gap in eV: 10.010
Highest occupied orbital energy in eV: -9.449

Cartesian coordinates (Å):
1 C 0.692 -0.333 2.781
2 C -2.160 -1.405 0.534
3 C 0.005 -1.024 1.622
4 O 0.587 -1.769 0.855
5 N -1.361 -0.900 1.629
6 H 1.705 -0.008 2.542
7 H -1.684 -0.073 2.108
8 H -1.506 -1.893 -0.184
9 H 0.107 0.499 3.198
10 H 0.763 -1.061 3.584
11 H -2.900 -2.123 0.864
12 H -2.678 -0.611 0.003
13 C 2.462 0.232 -1.782
14 C -1.104 1.490 -1.453
15 C 0.317 1.331 -1.977
16 O 0.740 2.034 -2.882
17 N 1.067 0.368 -1.384
18 H 0.829 -0.007 -0.478
19 H 2.529 -0.396 -2.673
20 H -1.788 0.706 -1.761
21 H 2.865 1.208 -2.030
22 H 3.019 -0.229 -0.974
23 H -1.063 1.489 -0.357
24 H -1.443 2.476 -1.786

Atom-resolved charges from Mulliken, all expressed in e: number 1, C, carries -1.151; number 2, C, carries -0.892; number 3, C, carries 0.748; number 4, O, carries -0.596; number 5, N, carries -0.219; number 6, H, carries 0.294; number 7, H, carries 0.259; number 8, H, carries 0.353; number 9, H, carries 0.377; number 10, H, carries 0.318; number 11, H, carries 0.316; number 12, H, carries 0.270; number 13, C, carries -1.033; number 14, C, carries -0.797; number 15, C, carries 0.647; number 16, O, carries -0.647; number 17, N, carries -0.099; number 18, H, carries 0.167; number 19, H, carries 0.279; number 20, H, carries 0.174; number 21, H, carries 0.345; number 22, H, carries 0.343; number 23, H, carries 0.227; number 24, H, carries 0.316

<Q>
Density functional theory data (ωB97M-V/def2-TZVPD) for a 2-piece molecular cluster, C6H14N2O2 overall.

Results
Molecular weight in g mol⁻¹: 146.2
SMILES: CN(C)C=O.CN(C)C=O
Orbital gap in eV: 9.849
Highest occupied orbital energy in eV: -9.252

Cartesian coordinates (Å):
1 O 0.000 0.000 0.000
2 C 0.045 -1.103 -0.479
3 N 1.115 -1.655 -1.072
4 C 1.137 -2.663 -2.199
5 C 2.439 -1.074 -0.772
6 H -0.835 -1.776 -0.621
7 H 0.325 -2.446 -2.913
8 H 0.911 -3.615 -1.688
9 H 2.079 -2.781 -2.761
10 H 2.529 -1.069 0.327
11 H 2.441 -0.031 -1.130
12 H 3.317 -1.592 -1.194
13 O 4.129 -0.750 -5.344
14 C 4.792 0.015 -4.680
15 N 5.273 -0.260 -3.455
16 C 5.972 0.723 -2.678
17 C 5.409 -1.637 -2.955
18 H 4.899 1.114 -4.847
19 H 5.273 1.236 -1.996
20 H 6.444 1.478 -3.330
21 H 6.759 0.238 -2.076
22 H 4.617 -2.308 -3.326
23 H 5.426 -1.688 -1.853
24 H 6.381 -1.992 -3.338

Atom-resolved charges from Mulliken, all expressed in e: number 1, O, carries -0.556; number 2, C, carries -0.027; number 3, N, carries 0.145; number 4, C, carries -0.745; number 5, C, carries -0.762; number 6, H, carries 0.348; number 7, H, carries 0.315; number 8, H, carries 0.324; number 9, H, carries 0.195; number 10, H, carries 0.335; number 11, H, carries 0.291; number 12, H, carries 0.118; number 13, O, carries -0.572; number 14, C, carries 0.107; number 15, N, carries 0.233; number 16, C, carries -1.029; number 17, C, carries -1.061; number 18, H, carries 0.287; number 19, H, carries 0.262; number 20, H, carries 0.404; number 21, H, carries 0.364; number 22, H, carries 0.207; number 23, H, carries 0.432; number 24, H, carries 0.384

Unit: eV. Relative energies: <P> 0.000; <Q> 1.799.

<P>
Density functional theory data (ωB97M-V/def2-TZVPD) for a 2-piece molecular cluster, CH5N2O overall.

Results
Molecular weight in g mol⁻¹: 61.1
Orbital gap in eV: 11.507
Total charge: +1
Highest occupied orbital energy in eV: -15.835

Cartesian coordinates (Å):
1 C -0.863 -2.205 -0.429
2 N 0.088 0.730 -0.392
3 N -0.399 -1.905 0.618
4 O -1.389 -2.124 -1.461
5 H 0.584 1.273 -1.212
6 H -0.897 0.484 -0.440
7 H -0.090 -2.451 1.446
8 H -0.064 1.206 0.466
9 H 0.461 -0.196 -0.200

Atom-resolved charges from Mulliken, all expressed in e: number 1, C, carries 0.662; number 2, N, carries -0.500; number 3, N, carries -0.548; number 4, O, carries -0.346; number 5, H, carries 0.396; number 6, H, carries 0.364; number 7, H, carries 0.277; number 8, H, carries 0.349; number 9, H, carries 0.346

<Q>
Density functional theory data (ωB97M-V/def2-TZVPD) for a 2-piece molecular cluster, CH5N2O overall.

Results
Molecular weight in g mol⁻¹: 61.1
Orbital gap in eV: 11.265
Total charge: +1
Highest occupied orbital energy in eV: -16.549

Cartesian coordinates (Å):
1 C -0.443 0.980 0.141
2 N -2.183 -0.689 0.060
3 N -1.439 0.101 0.031
4 O 1.182 -1.190 0.005
5 H -0.275 1.438 -0.929
6 H 0.637 0.489 0.117
7 H -0.692 1.611 0.967
8 H 1.251 -1.490 -0.957
9 H 1.961 -1.250 0.565

Atom-resolved charges from Mulliken, all expressed in e: number 1, C, carries -0.429; number 2, N, carries -0.131; number 3, N, carries 0.563; number 4, O, carries -0.693; number 5, H, carries 0.310; number 6, H, carries 0.333; number 7, H, carries 0.354; number 8, H, carries 0.358; number 9, H, carries 0.335

Unit: eV. Relative energies: <P> 0.000; <Q> 1.967.

<P>
Density functional theory data (ωB97M-V/def2-TZVPD) for an isolated ion of composition CH5N2O and charge +1.

Results
Molecular weight in g mol⁻¹: 61.1
SMILES: [NH3+]/C=N/O
Orbital gap in eV: 11.445
Total charge: +1
Highest occupied orbital energy in eV: -15.610

Cartesian coordinates (Å):
1 C -0.262 -0.007 0.439
2 N 0.559 -1.173 0.072
3 N -0.470 0.788 -0.515
4 O -0.905 2.034 -0.283
5 H -0.554 0.098 1.479
6 H 0.190 -2.045 0.486
7 H 0.532 -1.256 -0.958
8 H 1.568 -1.005 0.345
9 H -0.658 2.565 -1.065

Atom-resolved charges from Mulliken, all expressed in e: number 1, C, carries -0.067; number 2, N, carries -0.318; number 3, N, carries -0.260; number 4, O, carries -0.302; number 5, H, carries 0.402; number 6, H, carries 0.383; number 7, H, carries 0.384; number 8, H, carries 0.380; number 9, H, carries 0.398

<Q>
Density functional theory data (ωB97M-V/def2-TZVPD) for an isolated ion of composition CH5N2O and charge +1.

Results
Molecular weight in g mol⁻¹: 61.1
SMILES: C[N+](N)=O
Orbital gap in eV: 11.236
Total charge: +1
Highest occupied orbital energy in eV: -17.800

Cartesian coordinates (Å):
1 C -0.579 -0.796 0.070
2 N 0.407 1.276 -0.024
3 N 0.567 -0.022 0.135
4 O 1.647 -0.521 0.192
5 H -1.572 -0.249 -0.080
6 H -0.685 -1.454 1.008
7 H -0.469 -1.626 -0.635
8 H -0.539 1.466 -0.363
9 H 1.223 1.926 -0.302

Atom-resolved charges from Mulliken, all expressed in e: number 1, C, carries -0.657; number 2, N, carries -0.433; number 3, N, carries 0.868; number 4, O, carries -0.392; number 5, H, carries 0.323; number 6, H, carries 0.308; number 7, H, carries 0.326; number 8, H, carries 0.310; number 9, H, carries 0.347

Unit: eV. Relative energies: <P> 0.000; <Q> 1.231.